Arrangement 1

The following is a DFT calculation (ωB97M-V with the def2-TZVPD basis set) of an isolated molecule of C3H5NOS2.

The charge is 0. The value obtained for the gap between HOMO and LUMO is 7.684 eV. Its LUMO energy is -1.37 eV. For the molar mass, the calculation gives 135.213 u. The multiplicity is 1.

Element x y z (Å)
1 O -0.98 -0.13 -2.65
2 N -0.75 0.77 -1.59
3 C -0.47 0.23 -0.47
4 C -0.14 -1.19 -0.28
5 S -0.12 -2.04 1.14
6 C -0.37 1.11 0.74
7 S 1.35 1.60 0.96
8 H -1.03 0.49 -3.39
9 H 0.04 -1.80 -1.17
10 H -0.78 0.62 1.61
11 H -0.90 2.02 0.53
12 H 1.94 0.40 1.22



Arrangement 2

The following is a DFT calculation (ωB97M-V with the def2-TZVPD basis set) of a structure of composition C3H5NOS2.

The charge is 0. The value obtained for the gap between HOMO and LUMO is 8.785 eV. Its LUMO energy is 0.05 eV. For the molar mass, the calculation gives 135.213 u. The multiplicity is 1.

Element x y z (Å)
1 C 0.94 0.60 0.01
2 C -1.30 -0.74 0.50
3 C -1.35 0.64 -0.14
4 H 2.60 -1.38 -0.60
5 H -1.90 -1.42 -0.13
6 H -1.21 -0.75 1.56
7 H -1.37 0.76 -1.26
8 H -2.23 1.35 0.19
9 N 2.15 0.84 -0.06
10 O -0.13 1.45 0.01
11 S 3.53 -0.14 0.12
12 S 0.27 -1.21 -0.21



Decreasing stability: arrangement 1, arrangement 2



Arrangement 1

The following is a DFT calculation (ωB97M-V with the def2-TZVPD basis set) of a structure of composition C3H5NOS2.

The charge is 0. The value obtained for the gap between HOMO and LUMO (spin up / spin down) is 8.917 / 8.917 eV. Its LUMO energy (spin up / spin down) is -0.11 / -0.11 eV. For the molar mass, the calculation gives 135.213 u. The multiplicity is 1.

Element x y z (Å)
1 C -0.44 0.61 0.89
2 C 0.64 1.23 0.45
3 C -0.52 -0.78 0.59
4 N -1.51 -0.70 -1.07
5 O 2.47 0.39 -1.36
6 S 0.98 -1.59 0.24
7 S 2.11 0.24 0.04
8 H -1.23 1.16 1.44
9 H 0.68 2.27 0.57
10 H -1.28 -1.51 1.16
11 H -0.95 0.09 -1.45
12 H -0.95 -1.41 -1.51



Arrangement 2

The following is a DFT calculation (ωB97M-V with the def2-TZVPD basis set) of an isolated molecule of C3H5NOS2.

The charge is 0. The value obtained for the gap between HOMO and LUMO is 7.899 eV. Its LUMO energy is -1.21 eV. For the molar mass, the calculation gives 135.213 u. The multiplicity is 1.

Element x y z (Å)
1 C 0.19 1.63 0.00
2 C 0.82 0.26 0.01
3 S 2.46 -0.04 0.00
4 N -0.06 -0.84 -0.02
5 O 0.56 -2.09 0.05
6 C -1.37 -1.03 -0.06
7 S -2.62 0.06 0.03
8 H 0.97 2.38 -0.05
9 H -0.35 1.77 0.94
10 H -0.49 1.77 -0.83
11 H 1.47 -1.78 0.12
12 H -1.57 -2.08 -0.20



Decreasing stability: arrangement 2, arrangement 1



Arrangement 1

The following is a DFT calculation (ωB97M-V with the def2-TZVPD basis set) of the ion C4H8NS with charge +1.

The charge is +1. The value obtained for the gap between HOMO and LUMO is 9.896 eV. Its LUMO energy is -3.49 eV. For the molar mass, the calculation gives 102.182 u. The multiplicity is 1.

Element x y z (Å)
1 C -0.43 -1.56 0.31
2 N -0.10 -0.33 -0.48
3 C -0.49 0.86 0.26
4 C 1.12 -0.09 -1.02
5 C 2.16 0.52 -1.21
6 S 3.56 1.21 -1.76
7 H 0.31 -2.29 0.02
8 H -0.43 -1.22 1.33
9 H -1.44 -1.90 0.09
10 H -0.70 -0.28 -1.37
11 H 0.08 0.96 1.24
12 H -0.14 1.69 -0.29
13 H -1.52 1.00 0.53
14 H 4.02 1.33 -0.53



Arrangement 2

The following is a DFT calculation (ωB97M-V with the def2-TZVPD basis set) of the ion C4H8NS with charge +1.

The charge is +1. The value obtained for the gap between HOMO and LUMO (spin up / spin down) is 8.314 / 8.314 eV. Its LUMO energy (spin up / spin down) is -5.15 / -5.15 eV. For the molar mass, the calculation gives 102.182 u. The multiplicity is 1.

Element x y z (Å)
1 C -1.90 -0.22 -0.94
2 C -2.04 1.09 -0.16
3 S -0.46 1.81 0.49
4 C 0.80 0.83 0.20
5 C 2.28 0.83 -0.41
6 N 3.35 -0.05 0.18
7 H -1.31 -0.12 -1.93
8 H -1.31 -1.14 -0.54
9 H -2.87 -0.64 -1.19
10 H -2.76 0.90 0.69
11 H -2.67 1.96 -0.53
12 H 4.13 -0.11 -0.46
13 H 3.03 -1.02 0.33
14 H 3.60 0.32 1.07



Decreasing stability: arrangement 1, arrangement 2



Arrangement 1

The following is a DFT calculation (ωB97M-V with the def2-TZVPD basis set) of a structure of composition C2H5NO2.

The charge is 0. The value obtained for the gap between HOMO and LUMO is 9.557 eV. Its LUMO energy is 0.21 eV. For the molar mass, the calculation gives 75.067 u. The multiplicity is 1.

Element x y z (Å)
1 C 0.17 0.46 1.85
2 C -0.30 0.04 0.44
3 H 1.23 1.39 1.77
4 H 0.49 -0.48 2.52
5 H -0.58 0.98 2.21
6 H 1.60 0.30 -0.69
7 H -0.72 0.12 -2.44
8 N 0.70 0.37 -0.57
9 O -1.18 -0.76 0.23
10 O 0.42 -0.22 -1.86



Arrangement 2

The following is a DFT calculation (ωB97M-V with the def2-TZVPD basis set) of a cluster of 2 separate species, C2H5NO2 in total.

The charge is 0. The value obtained for the gap between HOMO and LUMO is 10.579 eV. Its LUMO energy is 0.51 eV. For the molar mass, the calculation gives 75.067 u. The multiplicity is 1.

Element x y z (Å)
1 N -1.84 -0.27 0.10
2 C -1.47 -0.13 1.25
3 O -0.99 0.04 2.30
4 H -2.77 -0.56 -0.16
5 C 1.48 0.06 -0.44
6 O 0.62 0.76 -1.31
7 H 1.37 0.37 0.61
8 H 2.51 0.29 -0.75
9 H 1.35 -1.03 -0.49
10 H -0.28 0.48 -1.11



Arrangement 3

The following is a DFT calculation (ωB97M-V with the def2-TZVPD basis set) of an isolated molecule of C2H5NO2.

The charge is 0. The value obtained for the gap between HOMO and LUMO is 11.743 eV. Its LUMO energy is 0.71 eV. For the molar mass, the calculation gives 75.067 u. The multiplicity is 1.

Element x y z (Å)
1 C 0.59 0.18 0.10
2 C -0.86 -0.08 -0.30
3 N -1.23 0.69 -1.56
4 O -2.23 0.37 -2.14
5 O -0.53 1.57 -1.94
6 H 0.77 -0.28 1.05
7 H 1.18 -0.30 -0.71
8 H 0.76 1.24 -0.16
9 H -0.94 -1.16 -0.54
10 H -1.50 0.42 0.35



Decreasing stability: arrangement 2, arrangement 3, arrangement 1



Arrangement 1

The following is a DFT calculation (ωB97M-V with the def2-TZVPD basis set) of an isolated molecule of C2H5NO2.

The charge is 0. The value obtained for the gap between HOMO and LUMO (spin up / spin down) is 8.876 / 8.877 eV. Its LUMO energy (spin up / spin down) is -0.03 / -0.03 eV. For the molar mass, the calculation gives 75.067 u. The multiplicity is 1.

Element x y z (Å)
1 C -0.64 0.83 0.41
2 C -0.20 -0.31 -0.53
3 N 0.62 -1.03 0.46
4 O 0.84 0.11 1.38
5 O 0.68 0.02 -1.59
6 H -0.14 1.82 0.29
7 H -1.65 0.68 0.86
8 H -1.04 -0.88 -1.12
9 H 0.19 -1.78 0.99
10 H 1.35 0.52 -1.15



Arrangement 2

The following is a DFT calculation (ωB97M-V with the def2-TZVPD basis set) of an isolated molecule of C2H5NO2.

The charge is 0. The value obtained for the gap between HOMO and LUMO is 10.473 eV. Its LUMO energy is 0.54 eV. For the molar mass, the calculation gives 75.067 u. The multiplicity is 1.

Element x y z (Å)
1 C 1.12 -0.02 0.44
2 N -0.09 -0.66 -0.05
3 C -1.29 -0.07 -0.32
4 O -2.34 -0.64 -0.29
5 O -1.21 1.25 -0.61
6 H 1.04 0.26 1.50
7 H 1.38 0.87 -0.12
8 H 1.91 -0.77 0.45
9 H -0.14 -1.66 0.08
10 H -0.38 1.45 -1.08



Arrangement 3

The following is a DFT calculation (ωB97M-V with the def2-TZVPD basis set) of an isolated molecule of C2H5NO2.

The charge is 0. The value obtained for the gap between HOMO and LUMO is 10.453 eV. Its LUMO energy is 0.79 eV. For the molar mass, the calculation gives 75.067 u. The multiplicity is 1.

Element x y z (Å)
1 C -0.62 -1.22 -0.10
2 C -0.38 0.29 -0.12
3 O -1.08 1.12 -0.70
4 N 0.83 0.60 0.49
5 O 1.19 1.96 0.29
6 H -1.14 -1.56 0.84
7 H -1.29 -1.60 -0.92
8 H 0.42 -1.76 0.00
9 H 1.40 -0.19 0.69
10 H 0.66 2.37 -0.47



Arrangement 4

The following is a DFT calculation (ωB97M-V with the def2-TZVPD basis set) of an isolated molecule of C2H5NO2.

The charge is 0. The value obtained for the gap between HOMO and LUMO is 10.502 eV. Its LUMO energy is 0.57 eV. For the molar mass, the calculation gives 75.067 u. The multiplicity is 1.

Element x y z (Å)
1 N 0.58 -0.91 0.53
2 C 0.18 0.51 0.42
3 C -0.62 0.64 -0.81
4 O -0.68 1.72 -1.39
5 O -0.99 -0.46 -1.42
6 H 0.31 -1.03 1.53
7 H 1.46 -1.22 0.24
8 H 1.06 1.22 0.40
9 H -0.52 0.77 1.41
10 H -0.78 -1.25 -0.90



Decreasing stability: arrangement 2, arrangement 4, arrangement 3, arrangement 1



Arrangement 1

The following is a DFT calculation (ωB97M-V with the def2-TZVPD basis set) of an isolated molecule of C2H5NO2.

The charge is 0. The value obtained for the gap between HOMO and LUMO is 11.398 eV. Its LUMO energy is 1.05 eV. For the molar mass, the calculation gives 75.067 u. The multiplicity is 1.

Element x y z (Å)
1 O -0.65 1.62 0.04
2 C 0.76 1.17 -0.08
3 C 0.53 -0.36 -0.11
4 N -0.70 -0.74 0.14
5 O -0.76 -2.19 -0.03
6 H -1.25 0.86 0.29
7 H 1.10 1.56 -0.94
8 H 1.33 1.34 0.88
9 H 1.29 -1.05 -0.37
10 H -1.65 -2.21 0.18



Arrangement 2

The following is a DFT calculation (ωB97M-V with the def2-TZVPD basis set) of a cluster of 2 separate species, C2H5NO2 in total.

The charge is 0. The value obtained for the gap between HOMO and LUMO is 9.593 eV. Its LUMO energy is 0.37 eV. For the molar mass, the calculation gives 75.067 u. The multiplicity is 1.

Element x y z (Å)
1 C -0.86 0.43 -0.65
2 N -0.26 -0.72 -0.62
3 O 0.57 -0.86 -1.76
4 H -1.05 0.97 -1.58
5 H -1.60 0.64 0.11
6 H 1.05 -1.68 -1.61
7 C 0.47 0.22 1.54
8 O -0.39 0.45 2.33
9 H 1.43 -0.29 1.70
10 H 0.64 0.84 0.53



Arrangement 3

The following is a DFT calculation (ωB97M-V with the def2-TZVPD basis set) of an isolated molecule of C2H5NO2.

The charge is 0. The value obtained for the gap between HOMO and LUMO is 10.460 eV. Its LUMO energy is 0.57 eV. For the molar mass, the calculation gives 75.067 u. The multiplicity is 1.

Element x y z (Å)
1 N -1.90 -0.05 -0.03
2 C -0.64 -0.76 0.02
3 C 0.53 0.16 0.02
4 O 0.49 1.34 0.00
5 O 1.72 -0.47 -0.01
6 H -2.07 0.52 0.82
7 H -1.94 0.65 -0.79
8 H -0.60 -1.38 0.94
9 H -0.63 -1.44 -0.84
10 H 1.57 -1.43 -0.11



Decreasing stability: arrangement 3, arrangement 1, arrangement 2



Arrangement 1

The following is a DFT calculation (ωB97M-V with the def2-TZVPD basis set) of an isolated molecule of C3H3NO3.

The charge is 0. The value obtained for the gap between HOMO and LUMO is 10.509 eV. Its LUMO energy is -0.27 eV. For the molar mass, the calculation gives 101.061 u. The multiplicity is 1.

Element x y z (Å)
1 H 1.93 1.15 -0.91
2 N 1.36 1.31 -0.09
3 C 0.36 0.53 -0.04
4 C -0.48 0.92 1.17
5 O -1.59 0.64 1.53
6 O 0.11 -0.39 -1.03
7 C -0.48 -1.64 -0.79
8 O 0.16 -2.58 -0.48
9 H 0.17 1.67 1.64
10 H -1.55 -1.61 -1.00



Arrangement 2

The following is a DFT calculation (ωB97M-V with the def2-TZVPD basis set) of an isolated molecule of C3H3NO3.

The charge is 0. The value obtained for the gap between HOMO and LUMO is 9.040 eV. Its LUMO energy is -0.29 eV. For the molar mass, the calculation gives 101.061 u. The multiplicity is 1.

Element x y z (Å)
1 N 0.56 0.32 -2.02
2 C 0.36 0.18 -0.78
3 O -0.82 0.64 -0.17
4 C -1.48 -0.23 0.63
5 O -1.17 -1.37 0.81
6 C 1.50 -0.41 0.02
7 O 1.45 0.09 1.23
8 H -0.24 0.77 -2.47
9 H -2.36 0.27 1.06
10 H 2.21 -0.28 1.69



Arrangement 3

The following is a DFT calculation (ωB97M-V with the def2-TZVPD basis set) of an isolated molecule of C3H3NO3.

The charge is 0. The value obtained for the gap between HOMO and LUMO is 10.305 eV. Its LUMO energy is -0.40 eV. For the molar mass, the calculation gives 101.061 u. The multiplicity is 1.

Element x y z (Å)
1 H 1.80 0.29 -0.99
2 N 1.64 -0.12 -0.07
3 C 0.47 0.04 0.37
4 C 0.13 -0.55 1.72
5 O -0.99 -0.57 2.16
6 O -0.54 0.78 -0.21
7 C -1.03 0.43 -1.43
8 O -0.73 -0.54 -2.05
9 H 1.00 -0.97 2.24
10 H -1.74 1.21 -1.74



Arrangement 4

The following is a DFT calculation (ωB97M-V with the def2-TZVPD basis set) of an isolated molecule of C3H3NO3.

The charge is 0. The value obtained for the gap between HOMO and LUMO is 9.643 eV. Its LUMO energy is 0.18 eV. For the molar mass, the calculation gives 101.061 u. The multiplicity is 1.

Element x y z (Å)
1 N 1.18 -1.10 0.12
2 C 0.66 0.00 -0.11
3 O -0.50 0.37 -0.76
4 C -1.52 -0.52 -0.89
5 O -1.51 -1.66 -0.52
6 C 0.74 1.48 1.51
7 O 1.27 1.16 0.34
8 H 0.61 -1.88 -0.18
9 H -2.35 -0.01 -1.39
10 H 1.39 2.30 1.85



Decreasing stability: arrangement 3, arrangement 1, arrangement 2, arrangement 4



Arrangement 1

The following is a DFT calculation (ωB97M-V with the def2-TZVPD basis set) of a structure of composition C2H6N4.

The charge is 0. The value obtained for the gap between HOMO and LUMO is 9.281 eV. Its LUMO energy is 1.06 eV. For the molar mass, the calculation gives 86.098 u. The multiplicity is 1.

Element x y z (Å)
1 C 0.01 -0.81 -0.65
2 C 0.15 -0.03 0.84
3 N 0.57 1.32 -1.22
4 N -0.26 0.24 -1.59
5 N -0.62 1.64 -0.51
6 N -0.70 1.13 0.67
7 H 1.08 -1.26 -0.66
8 H -0.80 -1.66 -0.79
9 H -0.18 -0.61 1.72
10 H 1.25 0.23 0.98
11 H 0.69 1.94 -2.04
12 H -1.61 1.38 1.10



Arrangement 2

The following is a DFT calculation (ωB97M-V with the def2-TZVPD basis set) of an isolated molecule of C2H6N4.

The charge is 0. The value obtained for the gap between HOMO and LUMO is 9.843 eV. Its LUMO energy is 0.95 eV. For the molar mass, the calculation gives 86.098 u. The multiplicity is 1.

Element x y z (Å)
1 C 0.46 0.72 -0.37
2 C 0.76 -0.54 0.40
3 N -1.66 0.71 0.71
4 N -1.03 0.92 -0.55
5 N -1.76 -0.29 -0.27
6 N -1.11 -1.40 -0.04
7 H 0.65 1.58 0.36
8 H 0.87 0.98 -1.40
9 H 1.46 -1.37 0.20
10 H 0.46 -0.28 1.41
11 H -2.47 1.17 0.90
12 H -0.95 -1.92 -1.01



Decreasing stability: arrangement 1, arrangement 2